DFT (wB97M-V/def2-TZVPD) results for 11 unconnected molecules or ions with the total composition C18H58N8O18 at a distorted geometry.

The geometry in XYZ format:
```
102
Properties=species:S:1:pos:R:3:forces:R:3:mulliken_charge:R:1
O -20.3647 -10.9053 2.4360 -0.2 -0.6 -0.2 -0.564
O -23.4352 -13.0607 -5.3748 1.3 -0.2 0.8 -0.533
O -24.8031 -13.6761 -2.8776 -0.6 -2.1 -1.3 -0.094
O -22.1689 -11.6742 -3.3017 0.6 -0.9 1.0 -0.151
O -17.3256 -14.7833 1.9286 0.4 1.1 -0.3 -0.547
O -20.7745 -17.4385 -3.5030 0.0 0.4 1.0 -0.700
O -27.2304 -15.3647 -1.7316 0.9 0.7 -0.3 -0.609
O -16.8471 -10.5670 -2.8232 -0.2 0.1 -0.4 -0.545
O -20.6881 -8.5289 0.7834 0.3 0.1 0.0 -0.594
O -17.8850 -13.1442 -0.6618 0.1 -0.1 -0.1 -0.443
O -23.2103 -10.3506 -6.5409 -0.4 -0.2 0.4 -0.523
O -19.0944 -9.8951 -4.6380 -1.1 1.0 0.4 -0.460
O -17.2525 -11.7840 -5.6948 -0.1 0.0 0.3 -0.607
O -19.6883 -15.5754 0.9123 0.0 0.1 0.4 -0.550
O -22.8614 -12.8317 -8.2113 -0.2 0.3 0.1 -0.566
O -23.9669 -9.4307 -3.7213 -0.3 0.3 0.2 -0.504
O -22.8948 -15.1785 1.1015 -0.1 0.7 -0.5 -0.611
O -24.7018 -13.2256 0.4359 -0.5 -0.2 0.2 -0.688
N -21.8720 -17.0392 -1.5423 0.5 -0.1 -0.7 -0.226
N -20.0125 -12.0289 -2.6193 -1.5 -0.7 0.3 0.848
N -20.2674 -8.0474 -3.8759 0.5 -1.7 -0.9 -0.331
N -26.1323 -11.4607 0.0942 0.2 -0.2 -0.3 -0.442
N -24.4394 -11.9646 -1.4399 -0.8 1.5 3.0 0.321
N -19.7105 -16.1832 -1.9043 -0.8 -0.1 0.3 -0.101
N -20.1922 -8.5931 -6.1662 0.2 -0.4 2.5 -0.348
N -21.7770 -13.3217 -1.7259 -0.2 1.2 -1.0 1.213
C -25.0995 -12.2989 -0.2662 1.4 0.9 -1.3 0.602
C -20.7775 -16.9463 -2.3734 0.1 0.2 -0.6 0.430
C -20.3542 -9.8280 0.3169 -0.8 -0.1 0.1 0.004
C -22.0944 -13.6278 -7.3302 0.7 0.6 -0.3 -0.522
C -15.9091 -11.0749 -3.7819 0.2 0.4 0.4 -0.421
C -21.3623 -12.3281 -2.5802 1.0 0.5 -0.5 -0.028
C -20.6287 -15.3501 1.9652 -0.6 0.5 -0.3 -0.989
C -16.9749 -13.3921 1.5963 0.3 -0.4 0.3 -0.949
C -17.9964 -12.7280 0.6876 -0.3 -1.0 0.9 0.681
C -22.8845 -14.1386 -6.1549 -1.7 -0.5 -1.0 -0.293
C -23.7381 -8.6342 -4.8614 -0.1 -0.3 -0.5 -0.001
C -19.8581 -8.9286 -4.8573 1.1 0.5 -1.1 0.337
C -16.4864 -12.2276 -4.5771 -0.8 -0.1 0.1 -0.185
C -25.8126 -15.6232 -1.8770 -0.5 -0.3 1.2 -0.468
C -24.1315 -9.3157 -6.1599 1.0 -0.2 -0.9 -0.615
C -20.9990 -10.9179 1.1538 -0.2 0.9 -0.4 0.327
C -21.7888 -14.4380 1.5628 0.5 -0.1 0.6 1.102
C -25.1966 -15.0363 -3.1131 -0.2 -0.3 -0.8 -0.289
H -23.2593 -10.0844 -3.6058 0.2 0.0 -0.2 0.186
H -24.0431 -8.5657 -6.9583 -0.2 0.0 0.1 0.398
H -20.1593 -14.8373 2.8075 0.4 -0.3 0.0 0.483
H -22.8969 -11.9217 -7.8812 0.0 -0.2 -0.1 0.430
H -17.9742 -14.1075 -0.6843 0.0 0.2 0.1 0.336
H -19.7049 -9.0627 -6.9012 -0.2 -0.1 -0.2 0.213
H -21.0631 -11.0991 3.0694 0.3 0.0 0.2 0.359
H -21.9300 -16.6807 -0.6144 0.1 0.3 0.5 0.152
H -21.9904 -13.8890 2.4995 -0.6 0.0 -0.2 0.269
H -21.2246 -13.0575 -6.9729 0.0 0.0 0.1 0.188
H -24.3350 -15.6306 -3.4448 0.0 0.0 0.1 0.258
H -18.9921 -12.9788 1.0771 0.0 0.1 0.0 -0.411
H -25.9580 -15.0610 -3.9068 0.2 -0.1 0.0 0.319
H -15.9948 -13.4047 1.1037 -0.1 0.1 0.0 0.353
H -17.8823 -11.6542 0.7882 0.2 0.1 -0.5 0.240
H -20.7915 -9.8920 -0.6833 0.3 0.0 0.0 -0.160
H -20.7770 -7.2251 -4.0984 -0.2 0.4 0.1 0.226
H -23.5262 -14.4983 0.7506 0.1 -0.6 0.3 0.456
H -25.1381 -9.7348 -6.1865 -0.2 0.3 0.4 0.314
H -19.3017 -12.6436 -2.2420 -0.1 0.2 0.2 -0.248
H -26.6310 -11.5325 0.9595 0.3 -0.5 0.2 0.236
H -20.8355 -7.8468 -6.3048 -0.1 0.2 -0.6 0.187
H -23.7964 -14.6099 -6.5460 0.3 -0.1 -0.2 0.293
H -18.9084 -16.1526 -2.5070 0.0 -0.2 0.0 0.190
H -24.6542 -11.1126 -1.9111 -0.1 0.3 -0.3 0.079
H -26.5508 -10.8482 -0.5730 0.1 0.2 -0.3 0.140
H -22.7479 -12.8049 -4.7161 -0.5 0.3 -0.3 0.047
H -24.3194 -7.7024 -4.8552 -0.1 -0.2 0.7 0.409
H -22.7785 -13.4858 -1.7356 1.1 -0.9 0.2 0.067
H -21.4772 -13.6800 0.8349 0.1 -0.3 0.0 -0.775
H -17.5531 -10.1151 -3.3161 0.2 -0.1 0.1 0.302
H -20.3067 -8.3999 1.6598 0.0 -0.2 -0.1 0.339
H -25.2543 -15.2572 -1.0037 -0.2 0.2 0.0 0.168
H -17.1455 -12.7600 -3.8708 0.2 -0.1 -0.1 -0.015
H -21.0649 -16.2908 2.3165 0.2 0.0 0.0 0.324
H -18.0163 -11.2895 -5.3452 0.3 -0.1 -0.3 0.437
H -22.6784 -8.3412 -4.9193 -0.2 -0.1 -0.1 -0.262
H -27.3222 -14.3989 -1.7804 -0.1 -0.4 0.1 0.343
H -22.6288 -17.6045 -1.8776 0.0 -0.1 0.0 0.190
H -15.0350 -11.3599 -3.1907 -0.1 -0.2 -0.1 0.351
H -16.6461 -15.0357 2.5614 -0.2 -0.4 0.0 0.298
H -15.7601 -12.9492 -4.9488 0.2 0.2 0.0 0.390
H -19.2761 -10.0093 0.2798 0.0 0.2 -0.1 0.083
H -25.7489 -16.7119 -1.7746 0.2 0.1 -0.7 0.348
H -23.8275 -12.6208 -1.8874 -1.0 1.0 0.3 -1.110
H -19.9140 -8.2121 -2.9510 -0.2 0.1 0.1 0.201
H -19.6222 -15.9502 -0.9105 -0.1 -0.3 -0.5 0.184
H -21.1524 -14.0066 -1.3523 0.2 -0.3 0.0 -0.185
H -15.6058 -10.2591 -4.4496 0.1 -0.2 -0.1 0.280
H -24.5806 -13.3067 -3.7505 0.1 0.0 0.0 0.191
H -19.7344 -11.3209 -3.2769 0.1 0.1 -0.3 -0.286
H -21.6911 -14.4123 -7.9691 -0.1 -0.4 0.4 0.423
H -22.0597 -10.6928 1.2953 0.0 0.1 -0.2 0.664
H -20.9611 -11.8453 0.5716 0.4 -0.2 0.5 -0.476
H -22.3638 -14.9411 -5.6234 0.2 0.5 0.5 0.323
H -23.5228 -11.1797 -6.1356 0.2 0.1 0.1 0.243
H -18.8094 -15.4248 1.3123 -0.1 -0.2 -0.2 0.205
H -16.8823 -12.8691 2.5560 -0.2 0.2 -0.3 0.445
```
Positions in Å, forces in eV/Å.

multiplicity	1
SMILES	NC(N)=O.NC(N)=O.NC(N)=O.NC(N)=O.OCCO.OCCO.OCCO.OCCO.OCCO.OCCO.OCCO
total charge	0
E_tot	-68384.0859	eV
LUMO level	0.20	eV
energy above the lowest of the compared OMol25 structures with the same formula, charge and spin	0.000	eV
highest occupied orbital energy	-9.46	eV
Kohn-Sham gap	0.355	Ha


DFT (wB97M-V/def2-TZVPD) results for a molecular structure, C18H59Ag2N17O13 at a distorted geometry.

The geometry in XYZ format:
```
109
Properties=species:S:1:pos:R:3:forces:R:3:mulliken_charge:R:1
Ag 1.9970 2.1414 1.5879 -0.4 -0.3 0.1 0.061
Ag 0.9073 3.9553 -1.3107 -0.3 -0.4 0.4 0.701
O 1.7190 2.5628 -3.1662 0.2 0.1 0.2 -0.651
O -2.8151 -0.8485 -4.1252 0.6 -0.1 0.0 -0.696
O 2.3815 0.0647 0.3024 -0.7 -0.3 0.1 1.567
O 6.8031 -1.8100 -1.0226 -0.3 0.0 -0.1 -0.706
O 2.0465 -2.5297 1.3552 0.1 -0.1 -0.2 -0.718
O 3.8278 -0.1055 4.8942 0.0 0.4 0.0 -0.688
O 0.1241 2.1975 0.2569 0.5 0.2 -0.4 -0.048
O -3.9003 -2.2059 1.1316 0.0 -0.2 0.2 -0.491
O 0.9566 -3.5299 -3.0666 -0.4 -0.4 0.5 -0.731
O 2.9895 3.6633 0.0398 0.2 0.4 -0.2 -0.701
O -3.5178 1.7651 -0.1012 0.3 -0.4 -0.2 -0.584
O 0.0040 5.6525 0.0441 -0.1 0.1 -0.4 -0.621
O -2.3649 2.8336 3.6938 0.5 -0.1 0.1 -0.746
N -1.0038 6.6744 1.7953 -0.1 0.3 -0.4 -0.377
N -1.5153 0.8961 2.8431 0.1 0.1 0.1 0.366
N 3.6985 1.5445 -3.5940 0.1 -0.1 -0.2 -0.320
N 2.7687 -4.0747 -1.8481 -0.4 -0.3 -0.1 -0.238
N 4.8890 -2.0947 0.1892 -0.6 -0.1 -0.2 0.014
N 3.4668 3.8322 -3.8294 0.2 0.3 -0.1 -0.372
N 4.4150 1.9081 -0.1502 -0.2 1.0 -0.4 0.121
N -1.6461 -2.8041 -4.3644 0.7 0.4 0.3 -0.345
N -0.7382 -1.0857 -3.1813 -0.2 -0.2 -0.6 -0.199
N 4.9080 -0.6887 -1.5977 -0.6 -0.2 -0.3 -0.053
N -7.1368 -0.8357 2.2873 0.2 -0.4 -0.3 -0.727
N 4.0189 0.1018 2.6280 0.2 0.3 0.7 -0.111
N 1.6217 -5.7085 -3.0234 -0.5 0.3 0.2 -0.472
N 5.1444 4.0608 -0.5621 -0.1 -0.5 -0.1 -0.434
N 1.9733 -0.3184 3.5952 0.1 0.5 0.2 -0.066
N -2.5256 0.9478 4.9162 0.0 -0.2 0.4 -0.421
N -1.1854 4.4063 1.5430 0.0 0.0 -0.5 0.003
C 0.6708 -2.7726 1.1781 -0.9 -0.1 0.0 1.514
C 0.0264 0.8859 -0.2240 -0.6 -0.2 1.3 0.606
C 4.1210 3.2347 -0.2307 0.4 -0.6 0.5 0.711
C -2.1203 1.6363 3.8076 -0.9 0.3 -0.1 0.550
C 5.6175 -1.5773 -0.8319 1.0 0.1 0.5 0.343
C -4.7809 1.5443 -2.1528 -0.5 0.1 0.1 -1.368
C 1.2872 0.1004 -0.5996 1.0 0.9 -0.9 1.403
C -4.9373 -1.2518 1.1955 -0.1 -0.1 0.7 -0.014
C -1.7980 -1.5121 -3.9318 -1.2 -0.2 0.1 0.506
C 0.2571 -3.9813 1.9885 0.7 -0.4 0.0 -1.605
C -0.7267 5.5672 1.0466 0.4 -0.4 0.9 0.493
C 1.7009 -4.4035 -2.6232 1.1 0.6 -0.8 0.674
C 2.8977 2.6302 -3.5208 -0.3 0.5 0.4 0.595
C -6.1167 -1.8399 1.9638 0.0 -0.6 0.2 0.385
C -3.4229 1.5738 -1.5027 0.5 0.3 -1.2 0.924
C -6.7787 -3.0233 1.2689 -0.1 0.1 0.1 -1.465
C -2.7335 -1.7173 0.4866 -0.8 -0.8 -0.2 -0.015
C 3.3170 -0.0993 3.7892 -0.4 -0.7 -0.3 0.329
H -2.5674 -0.0519 4.9945 0.2 0.0 -0.2 0.162
H 3.8971 -1.9461 0.1860 0.0 0.0 0.3 -0.037
H -1.9585 -2.4595 0.6697 0.1 0.2 0.1 -0.053
H -5.3322 2.4872 -2.1221 0.3 0.1 0.2 0.371
H 0.4265 -2.9179 0.1165 0.1 -0.1 0.0 0.017
H 4.0388 -0.3062 -1.2431 0.1 -0.1 -0.1 -0.192
H -2.9126 0.6624 -1.8517 -0.1 -0.3 0.8 -0.409
H -3.0031 1.4667 5.6299 -0.1 0.1 -0.1 0.235
H 1.6868 0.5880 -1.5101 -0.4 -0.1 -0.2 -0.475
H -0.6785 0.8161 -1.0632 0.2 0.1 -0.2 -0.687
H 0.7371 -4.8716 1.5702 -0.1 0.0 0.0 0.345
H -2.9379 -1.7197 -0.5891 0.3 0.5 -0.1 0.354
H -7.6429 -3.3726 1.8359 0.0 0.1 0.1 0.396
H 2.2549 -1.7351 0.8295 -0.2 0.5 0.3 -0.791
H -1.4392 -0.0985 2.9508 0.2 0.0 -0.1 0.115
H 1.6054 -0.5640 2.6912 0.0 0.0 0.0 0.087
H 2.9543 -3.0956 -1.7357 0.2 0.0 0.1 -0.035
H 0.6426 -3.8993 3.0071 -0.1 0.2 0.0 0.367
H -0.6144 7.5496 1.4989 0.0 0.0 0.0 0.240
H -0.8175 -4.1466 2.0190 -0.1 0.1 -0.1 0.343
H 4.9571 0.4099 2.8120 0.1 -0.2 -0.5 0.232
H 3.6163 1.2604 -0.1238 -0.1 -0.4 0.3 -0.634
H 5.2698 -2.6394 0.9392 0.3 0.0 -0.2 0.224
H 4.4217 3.9681 -4.1078 0.1 -0.3 0.0 0.168
H -2.4680 -0.7341 0.8752 0.1 0.1 -0.2 0.088
H -4.6960 1.2506 -3.1986 0.1 -0.1 0.0 0.348
H -6.7103 0.0177 2.6302 0.0 0.1 -0.1 0.303
H -5.2315 -0.9062 0.1974 0.1 0.1 0.0 -0.054
H -2.3029 -3.2503 -4.9717 -0.1 0.2 -0.1 0.173
H 2.3288 -6.3790 -2.7887 -0.2 -0.1 0.2 0.178
H 3.0006 4.6690 -3.5263 -0.3 -0.1 -0.1 0.199
H -1.8424 4.3426 2.3101 0.2 -0.2 -0.1 0.234
H 3.6186 -0.0314 1.7070 0.0 0.1 0.1 0.017
H -0.9182 3.5511 1.0475 0.0 0.1 0.1 -0.087
H -0.8872 -0.2605 -2.6353 0.3 0.0 0.0 -0.017
H 0.9385 -0.8964 -0.9050 0.1 -0.1 0.1 -0.429
H -2.6036 1.7945 0.2050 -0.1 0.1 0.3 0.103
H -7.1414 -2.7382 0.2769 0.2 -0.1 -0.1 0.334
H 5.9702 3.6233 -0.9265 0.3 0.5 0.1 0.150
H 5.0488 5.0515 -0.4495 0.0 0.0 -0.1 0.273
H -7.6020 -0.6307 1.4075 -0.1 0.3 0.2 0.287
H 0.0069 -1.7505 -3.0379 0.2 0.4 0.5 0.432
H -5.6827 -2.2569 2.8814 -0.1 0.3 0.2 0.277
H 5.3542 1.5530 -0.1475 0.0 0.0 -0.1 0.245
H 0.0456 -1.9201 1.4935 0.3 0.2 0.1 -0.512
H 5.3966 -0.2540 -2.3555 0.1 0.0 0.0 0.108
H 3.3360 0.6594 -3.2862 -0.1 0.0 -0.2 0.166
H -0.7539 -3.2087 -4.1235 -0.2 -0.6 -0.3 0.269
H 0.6875 -6.0058 -3.2445 0.2 -0.3 -0.2 0.246
H -1.4351 6.6219 2.6983 0.0 -0.1 0.0 0.169
H -2.7740 2.3481 -1.9399 -0.3 0.3 0.0 0.284
H -1.0476 1.3757 2.0862 0.0 0.0 0.0 -0.412
H 1.4184 -0.3262 4.4302 -0.1 -0.3 -0.1 0.171
H -6.0774 -3.8551 1.2215 0.0 0.1 -0.4 0.325
H -4.6011 -0.4214 1.8347 0.1 0.4 -0.5 0.106
H -5.4084 0.8142 -1.6341 0.1 -0.1 -0.1 0.222
H 4.6678 1.6253 -3.8364 0.0 -0.1 0.0 0.190
H 3.4463 -4.7561 -1.5612 0.1 0.1 0.2 0.173
H -0.4779 0.3370 0.5948 0.1 -0.6 -0.3 -0.784
```
Positions in Å, forces in eV/Å.

multiplicity	1
total charge	0
E_tot	-79577.7201	eV
LUMO level	-0.41	eV
highest occupied orbital energy	-8.59	eV
Kohn-Sham gap	0.301	Ha